Entry 1:
Here is a cluster of 7 separate species, C29H68N2O24P6Si in total in a non-equilibrium geometry from the Open Molecules 2025 dataset. Energies are from ωB97M-V with the def2-TZVPD basis set.

```
130
Properties=species:S:1:pos:R:3
C 10.35 -1.26 -4.78
Si 10.19 -0.04 -6.20
C 11.66 1.15 -6.12
C 10.29 -0.92 -7.88
C 8.51 0.87 -6.21
C 8.44 2.23 -6.09
C 7.16 2.85 -6.15
C 6.04 2.11 -6.33
C 6.08 0.69 -6.43
N 4.91 0.03 -6.61
C 5.10 -1.26 -6.69
C 6.35 -1.91 -6.60
N 7.47 -1.27 -6.45
C 7.34 0.08 -6.37
H 11.30 -1.79 -4.94
H 10.44 -0.80 -3.80
H 9.59 -2.04 -4.81
H 12.18 1.12 -7.08
H 11.39 2.18 -5.88
H 12.37 0.82 -5.36
H 10.05 -1.97 -7.74
H 9.51 -0.52 -8.54
H 11.25 -0.75 -8.37
H 9.34 2.81 -5.97
H 7.08 3.93 -6.06
H 5.08 2.61 -6.40
H 4.22 -1.89 -6.84
H 6.39 -2.99 -6.65
C -1.00 -1.16 -5.96
O 0.03 -1.32 -4.98
P 0.22 -0.09 -3.90
O -1.17 0.41 -3.73
O 1.11 0.79 -4.93
C 2.03 0.18 -5.85
O 0.98 0.66 -2.63
C 0.78 0.09 -1.33
H -0.83 -1.92 -6.72
H -1.97 -1.32 -5.51
H -0.94 -0.17 -6.42
H 1.57 0.14 -6.84
H 2.30 -0.83 -5.55
H 2.92 0.79 -5.91
H 1.17 -0.93 -1.31
H -0.28 0.09 -1.07
H 1.33 0.69 -0.61
C -4.16 -1.72 4.29
O -3.38 -0.98 3.35
P -2.78 -1.81 2.07
O -3.82 -2.84 1.81
O -1.51 -2.40 2.89
C -0.86 -1.62 3.91
O -1.92 -1.88 0.66
C -2.48 -1.18 -0.48
H -4.27 -1.10 5.17
H -5.14 -1.93 3.89
H -3.65 -2.65 4.57
H -1.19 -1.98 4.88
H -1.07 -0.56 3.82
H 0.22 -1.78 3.82
H -2.56 -0.11 -0.25
H -3.46 -1.58 -0.73
H -1.81 -1.31 -1.32
C -6.73 -4.64 9.03
O -6.65 -5.79 8.19
P -6.92 -5.55 6.58
O -6.39 -4.18 6.35
O -8.54 -5.59 6.77
C -9.15 -6.45 7.73
O -7.12 -6.07 5.02
C -5.93 -6.52 4.33
H -6.76 -5.00 10.05
H -5.85 -4.01 8.90
H -7.63 -4.06 8.82
H -9.43 -5.87 8.62
H -8.51 -7.27 8.03
H -10.06 -6.86 7.29
H -5.49 -7.37 4.83
H -5.20 -5.71 4.26
H -6.23 -6.81 3.32
C -6.30 3.43 0.04
O -5.65 2.90 -1.11
P -4.54 3.87 -1.85
O -3.96 4.63 -0.71
O -5.69 4.71 -2.65
C -6.88 4.07 -3.13
O -3.47 4.23 -3.05
C -2.23 3.49 -3.04
H -7.14 2.78 0.26
H -5.62 3.41 0.90
H -6.65 4.44 -0.14
H -7.71 4.29 -2.46
H -6.76 2.99 -3.22
H -7.11 4.48 -4.12
H -2.41 2.43 -3.16
H -1.68 3.68 -2.11
H -1.62 3.84 -3.88
C -2.67 7.19 -0.82
O -2.15 8.52 -0.73
P -0.62 8.68 -0.16
O 0.07 7.45 -0.66
O -1.05 8.57 1.40
C -2.30 9.11 1.86
O 0.68 9.62 0.25
C 1.35 10.30 -0.82
H -3.74 7.28 -0.99
H -2.24 6.67 -1.67
H -2.49 6.63 0.09
H -3.01 8.29 1.99
H -2.71 9.85 1.18
H -2.13 9.58 2.83
H 0.68 10.99 -1.33
H 1.75 9.57 -1.54
H 2.18 10.86 -0.40
C 2.02 -6.65 8.95
O 1.15 -6.32 7.87
P 1.65 -5.12 6.87
O 3.13 -5.26 6.87
O 1.14 -3.92 7.85
C -0.04 -4.06 8.65
O 1.42 -4.15 5.55
C 1.45 -4.84 4.28
H 1.45 -7.27 9.64
H 2.88 -7.21 8.60
H 2.35 -5.75 9.48
H 0.25 -4.28 9.67
H -0.70 -4.84 8.28
H -0.57 -3.11 8.63
H 0.66 -5.59 4.25
H 2.42 -5.32 4.14
H 1.29 -4.12 3.49
```

Properties
Total energy   -146905.671 eV
Frontier orbital gap   8.152 eV
SMILES string   C[Si](C)(C)c1cccc2nccnc12.COP(=O)(OC)OC.COP(=O)(OC)OC.COP(=O)(OC)OC.COP(=O)(OC)OC.COP(=O)(OC)OC.COP(=O)(OC)OC
LUMO   -1.0659 eV

Löwdin atomic charge list, values in e, 5 entries: C -0.1876; Si 0.5781; C -0.1683; C -0.1801; C -0.1819

=====

Entry 2:
Here is an isolated molecule of C3H7N3O2 in a non-equilibrium geometry from the Open Molecules 2025 dataset. Energies are from ωB97M-V with the def2-TZVPD basis set.

```
15
Properties=species:S:1:pos:R:3
C -1.41 0.16 1.15
C -1.55 -0.06 -0.31
O -2.47 0.16 -1.05
N -0.39 -0.68 -0.80
O 0.43 -1.41 0.07
C 1.77 -0.98 -0.15
N 2.26 0.17 -0.37
N 1.40 1.39 -0.26
H -0.76 1.04 1.26
H -2.50 0.39 1.50
H -1.21 -0.83 1.55
H -0.58 -1.33 -1.62
H 2.39 -1.86 0.14
H 0.71 1.52 -1.09
H 1.92 2.32 -0.02
```

Properties
Total energy   -11785.854 eV
Frontier orbital gap   9.882 eV
Energy relative to the best compared isomer or geometry (same formula, charge and spin)   5.459 eV
SMILES string   CC(=O)NO/C=N\N
LUMO   0.7242 eV

Löwdin atomic charge list, values in e, 5 entries: C -0.0078; C -0.5560; O 0.0844; N 0.0040; O -0.0968

=====

Entry 3:
Here is a cluster of 2 separate species, C5H10O in total from the Open Molecules 2025 dataset. Energies are from ωB97M-V with the def2-TZVPD basis set.

```
16
Properties=species:S:1:pos:R:3
C 1.25 -0.96 0.41
C 0.35 0.26 0.44
C 0.66 1.48 -0.48
C -0.81 1.52 -0.95
C -0.99 0.17 -0.28
O -1.82 -0.71 -0.37
H 0.81 -1.78 0.98
H 1.40 -1.31 -0.62
H 2.24 -0.73 0.83
H 0.18 0.59 1.48
H 1.04 2.38 0.02
H 1.35 1.21 -1.29
H -1.41 2.30 -0.46
H -1.01 1.55 -2.02
H -1.59 -3.30 1.36
H -1.65 -2.68 0.94
```

Properties
Total energy   -7393.096 eV
Frontier orbital gap   10.422 eV
Energy relative to the best compared isomer or geometry (same formula, charge and spin)   1.669 eV
SMILES string   C[C@H]1CCC1=O.[H][H]
LUMO   0.9310 eV

Löwdin atomic charge list, values in e, 5 entries: C -0.0605; C -0.2877; C -0.1342; C -0.0798; C -0.3788

=====

Entry 4:
Here is a cluster of 2 separate species, C4H3NO in total in a non-equilibrium geometry from the Open Molecules 2025 dataset. Energies are from ωB97M-V with the def2-TZVPD basis set.

```
9
Properties=species:S:1:pos:R:3
O -1.14 1.36 -0.59
C -0.40 0.30 -0.78
C 0.96 0.40 -0.39
C 2.16 0.37 -0.21
C -1.39 -1.64 0.74
N -1.65 -2.23 1.71
H -0.65 2.11 -0.21
H -1.11 -1.05 -0.21
H 3.22 0.38 -0.07
```

Properties
Total energy   -7728.402 eV
Frontier orbital gap   8.538 eV
Energy relative to the best compared isomer or geometry (same formula, charge and spin)   4.342 eV
LUMO   -1.1862 eV

Löwdin atomic charge list, values in e, 5 entries: O 0.0702; C -0.1787; C -0.1223; C 0.1734; C -0.1266

=====

Entry 5:
Here is a structure of composition F14Li3N7O28S14 in a non-equilibrium geometry from the Open Molecules 2025 dataset. Energies are from ωB97M-V with the def2-TZVPD basis set.

```
66
Properties=species:S:1:pos:R:3
Li 1.14 2.60 -1.59
Li -1.23 3.50 -0.26
Li 2.54 0.67 -1.55
N -0.92 -1.09 5.45
S -1.09 -1.82 3.97
O -2.13 -1.31 3.05
O -0.83 -3.26 3.94
F 0.24 -1.24 3.32
S -2.08 -1.92 6.03
O -1.63 -3.23 6.52
O -3.37 -1.73 5.43
F -2.37 -1.14 7.42
N -0.54 3.72 -1.98
S -0.12 5.42 -2.34
O -1.09 6.32 -2.92
O 1.25 5.43 -2.83
F 0.07 5.85 -0.78
S -1.49 3.58 -3.11
O -1.22 3.96 -4.47
O -2.83 3.98 -2.62
F -1.60 1.99 -3.14
N -2.55 2.02 5.18
S -3.68 2.54 6.30
O -4.70 1.65 6.74
O -3.92 3.92 6.48
F -2.71 2.28 7.53
S -3.63 2.04 4.04
O -4.29 3.25 3.62
O -4.55 0.89 4.05
F -2.59 1.75 2.78
N 1.01 0.92 -0.45
S -0.36 0.22 -0.23
O -1.42 1.17 -0.07
O -0.38 -1.18 0.21
F -0.61 0.04 -1.81
S 1.37 0.91 1.29
O 2.32 -0.04 1.96
O 0.32 1.40 2.15
F 2.40 2.21 1.20
N 5.98 -1.80 0.73
S 4.80 -2.39 1.49
O 3.89 -3.08 0.57
O 4.34 -1.74 2.73
F 5.61 -3.61 2.18
S 5.15 -0.40 0.28
O 5.36 0.77 1.08
O 3.86 -0.56 -0.32
F 6.02 -0.07 -1.05
N 2.66 -3.85 -2.49
S 2.00 -2.48 -2.89
O 1.48 -2.47 -4.22
O 2.55 -1.22 -2.39
F 0.66 -2.61 -2.02
S 4.17 -3.47 -3.29
O 5.32 -3.41 -2.42
O 4.15 -2.66 -4.47
F 4.27 -4.82 -3.98
N -1.81 -2.18 -5.83
S -2.17 -1.09 -4.86
O -2.15 -1.49 -3.47
O -2.83 0.12 -5.27
F -0.64 -0.44 -4.91
S -3.52 -2.58 -5.77
O -4.52 -1.71 -6.49
O -4.00 -3.31 -4.59
F -3.35 -3.72 -6.87
```

Properties
Total energy   -258100.944 eV
Frontier orbital gap (alpha / beta)   4.556 / 1.376 eV
Spin multiplicity   2
LUMO (alpha / beta)   2.1706 / -1.0090 eV
<S²>   0.76
Total charge   -3

Löwdin atomic charge list, values in e, 5 entries: Li 0.7202; Li 0.7519; Li 0.7045; N -0.2533; S 0.5488

=====

Entry 6:
Here is a cluster of 2 separate species, C4H12O2S2 in total from the Open Molecules 2025 dataset. Energies are from ωB97M-V with the def2-TZVPD basis set.

```
20
Properties=species:S:1:pos:R:3
C -2.64 -0.98 -0.10
S -1.41 -2.29 0.06
O -2.13 -3.58 0.24
C -0.88 -2.29 -1.67
H -3.51 -1.39 -0.63
H -2.20 -0.19 -0.71
H -2.92 -0.61 0.88
H 0.18 -2.55 -1.71
H -1.03 -1.36 -2.21
H -1.40 -3.12 -2.14
C 2.72 2.43 1.56
S 0.98 2.36 1.16
O 0.28 1.55 2.19
C 1.16 1.29 -0.29
H 2.83 3.00 2.49
H 3.19 2.99 0.75
H 3.17 1.45 1.67
H 0.14 1.01 -0.55
H 1.74 0.43 0.03
H 1.73 1.83 -1.04
```

Properties
Total energy   -30106.098 eV
Frontier orbital gap   9.486 eV
Energy relative to the best compared isomer or geometry (same formula, charge and spin)   1.704 eV
LUMO   0.5708 eV

Löwdin atomic charge list, values in e, 5 entries: C -0.2635; S 0.8036; O -0.5572; C -0.2675; H 0.0618

=====

Entry 7:
Here is a cluster of 2 separate species, C3H10NO in total in a non-equilibrium geometry from the Open Molecules 2025 dataset. Energies are from ωB97M-V with the def2-TZVPD basis set.

```
15
Properties=species:S:1:pos:R:3
C -1.61 0.85 2.12
O -0.68 1.22 0.99
H -2.16 1.71 2.54
H -0.96 0.53 2.99
H -2.32 0.15 1.71
H -1.10 2.05 0.66
C 0.75 -1.21 -2.26
C 1.51 -0.29 -0.05
N 0.61 -0.42 -0.95
H 0.77 -2.28 -2.09
H -0.10 -1.01 -2.89
H 1.74 -0.93 -2.62
H 2.60 -0.66 -0.28
H 1.21 0.22 0.89
H -0.25 0.07 -0.76
```

Properties
Total energy   -6802.677 eV
Frontier orbital gap   10.255 eV
Energy relative to the best compared isomer or geometry (same formula, charge and spin)   1.633 eV
LUMO   -4.7250 eV
Total charge   +1

Löwdin atomic charge list, values in e, 5 entries: C -0.0664; O -0.2069; H 0.0850; H 0.1021; H 0.0752

=====

Entry 8:
Here is an isolated molecule of C18H15N3O3 in a non-equilibrium geometry from the Open Molecules 2025 dataset. Energies are from ωB97M-V with the def2-TZVPD basis set.

```
39
Properties=species:S:1:pos:R:3
C -1.17 -3.13 0.48
C -2.42 -2.30 0.30
O -3.53 -2.77 0.27
N -2.21 -0.93 0.17
C -0.99 -0.28 0.17
C -1.16 1.07 0.03
C -0.11 2.04 -0.02
N 1.11 1.65 0.00
N 2.12 2.52 -0.05
C 3.44 2.12 0.00
O 4.31 2.96 0.05
C 3.67 0.66 0.01
C 4.64 0.14 0.86
C 4.85 -1.22 0.92
C 4.12 -2.08 0.12
C 3.18 -1.57 -0.76
O 2.48 -2.44 -1.54
C 2.96 -0.20 -0.83
C -2.58 1.30 -0.05
C -3.34 2.45 -0.20
C -4.72 2.32 -0.26
C -5.32 1.07 -0.17
C -4.58 -0.09 -0.02
C -3.20 0.04 0.03
H -1.47 -4.17 0.59
H -0.64 -2.82 1.38
H -0.51 -3.03 -0.38
H -0.06 -0.81 0.28
H -0.38 3.10 -0.08
H 1.94 3.52 -0.06
H 5.20 0.82 1.49
H 5.60 -1.62 1.59
H 4.28 -3.15 0.15
H 1.92 -1.94 -2.15
H 2.23 0.19 -1.52
H -2.88 3.42 -0.27
H -5.33 3.20 -0.37
H -6.40 1.00 -0.21
H -5.05 -1.05 0.04
```

Properties
Total energy   -29522.258 eV
Frontier orbital gap   8.128 eV
Energy relative to the best compared isomer or geometry (same formula, charge and spin)   0.668 eV
SMILES string   CC(=O)n1cc(/C=N/NC(=O)c2cccc(O)c2)c2ccccc21
LUMO   -0.0364 eV

Löwdin atomic charge list, values in e, 5 entries: C 0.0115; C -0.4300; O 0.1049; N 0.0436; C 0.0172

=====

Entry 9:
Here is an isolated molecule of C4H6N2 in a non-equilibrium geometry from the Open Molecules 2025 dataset. Energies are from ωB97M-V with the def2-TZVPD basis set.

```
12
Properties=species:S:1:pos:R:3
N -2.18 -1.75 0.00
C -1.22 -1.12 -0.18
C -0.02 -0.30 -0.08
N 1.19 -0.93 0.38
C 0.23 0.97 -0.86
C -0.32 1.05 0.52
H 1.01 -1.46 1.22
H 1.56 -1.57 -0.32
H -0.44 1.23 -1.68
H 1.28 1.20 -1.03
H 0.27 1.34 1.38
H -1.38 1.28 0.56
```

Properties
Total energy   -7224.179 eV
Frontier orbital gap   11.242 eV
Energy relative to the best compared isomer or geometry (same formula, charge and spin)   1.412 eV
SMILES string   N#CC1(N)CC1
LUMO   0.9288 eV

Löwdin atomic charge list, values in e, 5 entries: N 0.1418; C -0.1563; C -0.5338; N 0.0811; C -0.0701

=====

Entry 10:
Here is a cluster of 7 separate species, C32H58N7 in total in a non-equilibrium geometry from the Open Molecules 2025 dataset. Energies are from ωB97M-V with the def2-TZVPD basis set.

```
97
Properties=species:S:1:pos:R:3
C 4.58 -0.55 1.84
C 4.53 0.13 0.62
C 4.30 -0.51 -0.77
C 2.79 -0.87 -1.01
C 2.33 -2.07 -0.14
C 0.76 -2.10 -0.02
C 0.32 -0.78 0.74
C 1.16 0.48 0.34
N 1.90 0.33 -0.93
H 3.77 -0.41 2.58
H 5.39 -1.26 2.13
H 4.70 1.23 0.64
H 4.55 0.25 -1.55
H 4.93 -1.41 -0.97
H 2.75 -1.21 -2.07
H 2.75 -2.09 0.88
H 2.66 -2.99 -0.66
H 0.45 -2.97 0.58
H 0.36 -2.14 -1.06
H 0.55 -0.97 1.82
H -0.77 -0.62 0.61
H 0.43 1.31 0.20
H 1.80 0.82 1.18
H 2.51 1.16 -1.02
H 1.30 0.33 -1.76
C 4.97 2.53 -4.30
C 3.88 3.47 -4.80
C 3.49 4.54 -3.78
C 2.88 3.98 -2.58
N 2.39 3.54 -1.63
H 4.65 1.96 -3.43
H 5.25 1.82 -5.08
H 5.87 3.09 -4.03
H 3.00 2.88 -5.07
H 4.22 3.96 -5.71
H 2.79 5.24 -4.24
H 4.37 5.13 -3.50
C -0.68 -5.09 3.30
C -1.21 -5.43 1.91
C -2.22 -6.58 1.92
C -1.61 -7.85 2.33
N -1.13 -8.84 2.64
H -0.13 -5.92 3.73
H -0.01 -4.23 3.24
H -1.50 -4.83 3.98
H -0.37 -5.67 1.25
H -1.70 -4.54 1.49
H -2.64 -6.70 0.92
H -3.06 -6.34 2.59
C 2.42 -8.37 5.78
C 2.68 -8.54 4.29
C 3.79 -7.62 3.76
C 3.41 -6.21 3.84
N 3.12 -5.10 3.90
H 2.06 -7.37 6.01
H 1.67 -9.09 6.11
H 3.34 -8.55 6.36
H 1.75 -8.37 3.74
H 2.98 -9.58 4.10
H 3.99 -7.87 2.72
H 4.71 -7.79 4.31
C -4.12 -2.31 4.79
C -4.65 -2.64 3.40
C -5.66 -3.80 3.41
C -5.04 -5.07 3.80
N -4.56 -6.06 4.12
H -3.55 -3.14 5.21
H -3.45 -1.45 4.73
H -4.93 -2.06 5.47
H -3.82 -2.88 2.73
H -5.15 -1.76 2.99
H -6.09 -3.91 2.41
H -6.49 -3.57 4.08
C 0.03 5.89 -2.24
C -1.08 6.81 -2.72
C -0.84 7.34 -4.13
C 0.34 8.21 -4.21
N 1.27 8.88 -4.27
H 0.99 6.41 -2.17
H -0.20 5.49 -1.25
H 0.15 5.04 -2.92
H -1.18 7.65 -2.02
H -2.02 6.27 -2.70
H -1.72 7.90 -4.45
H -0.73 6.51 -4.83
C -5.38 8.90 -2.77
C -5.68 8.83 -4.26
C -5.92 7.41 -4.77
C -4.71 6.58 -4.68
N -3.77 5.93 -4.60
H -4.45 8.38 -2.53
H -5.27 9.93 -2.45
H -6.18 8.45 -2.19
H -4.86 9.30 -4.82
H -6.58 9.43 -4.46
H -6.24 7.45 -5.81
H -6.73 6.94 -4.21
```

Properties
Total energy   -44545.670 eV
Frontier orbital gap   7.987 eV
LUMO   -3.0712 eV
Total charge   +1

Löwdin atomic charge list, values in e, 5 entries: C 0.0201; C -0.1677; C -0.1452; C -0.2651; C -0.1345